1.
Entry from the Open Molecules 2025 dataset: an isolated molecule of C2H4O2S2 (ωB97M-V with the def2-TZVPD basis set).

Properties
Energy above the lowest of the compared OMol25 structures with the same formula, charge and spin   398.9 kJ/mol
Structure (SMILES)   CSC=S(=O)=O
HOMO   -9.4 eV
Electronic energy   -27900.2017 eV

XYZ file:
```
10
C2H4O2S2 ωB97M-V with the def2-TZVPD basis set
C 2.45 -0.46 -0.63
S 0.78 -0.46 0.12
C 1.76 -0.10 2.01
S 1.01 1.19 2.66
O 1.51 1.50 3.98
O 0.29 2.20 1.92
H 2.33 -0.47 -1.75
H 2.90 -1.42 -0.28
H 3.00 0.51 -0.15
H 1.96 -0.89 2.65
```

These are the natural (NBO) partial charges, in e, on atoms 1 to 5: -0.754 0.169 -0.720 2.046 -0.855

=====

2.
Entry from the Open Molecules 2025 dataset: an isolated molecule of C2H4O3 (ωB97M-V with the def2-TZVPD basis set).

Properties
Energy above the lowest of the compared OMol25 structures with the same formula, charge and spin   235.0 kJ/mol
Structure (SMILES)   O=C(O)CO
HOMO   -10.6 eV
Electronic energy   -8279.1230 eV

XYZ file:
```
9
C2H4O3 ωB97M-V with the def2-TZVPD basis set
O 0.16 1.78 0.06
C 0.20 0.58 -0.19
O 1.33 0.30 -0.89
C -0.68 -0.21 0.56
O -0.57 -1.66 0.05
H 1.51 1.32 -1.36
H -0.55 -0.40 1.76
H -1.68 0.13 0.29
H 0.28 -1.84 -0.28
```

These are the natural (NBO) partial charges, in e, on atoms 1 to 5: -0.594 0.711 -0.680 -0.183 -0.746

=====

3.
Entry from the Open Molecules 2025 dataset: the ion C2H4O3P with charge -1 (ωB97M-V with the def2-TZVPD basis set).

Properties
Energy above the lowest of the compared OMol25 structures with the same formula, charge and spin   91.8 kJ/mol
Net charge   -1
Structure (SMILES)   CC(=O)[P@@H](=O)[O-]
HOMO   -4.2 eV
Electronic energy   -17572.2821 eV

XYZ file:
```
10
C2H4O3P ωB97M-V with the def2-TZVPD basis set
C 0.82 0.60 -0.82
C 0.43 0.49 0.55
O 0.84 1.07 1.54
P -1.02 -0.71 0.53
O -2.18 -0.13 -0.15
O -0.24 -1.98 -0.02
H -0.22 0.50 -1.34
H 1.23 -0.30 -1.10
H 1.56 1.40 -1.13
H -1.22 -0.93 1.95
```

These are the natural (NBO) partial charges, in e, on atoms 1 to 5: -0.764 0.281 -0.602 1.873 -1.154

=====

Number 1: F_max 6.1 eV Å⁻¹, LUMO energy -0.83 eV. Number 2: F_max 7.7 eV Å⁻¹, LUMO energy 0.43 eV. Number 3: F_max 5.4 eV Å⁻¹, LUMO energy 4.20 eV.